Entry 1:
{
  "formula": "C19H38AsNO4PtSSb",
  "method": "wB97M-V/def2-TZVPD",
  "elements": ["H", "C", "C", "C", "H", "C", "H", "H", "C", "H", "H", "H", "H", "H", "H", "H", "C", "H", "H", "H", "H", "H", "H", "C", "H", "C", "C", "H", "C", "H", "C", "H", "H", "As", "H", "C", "H", "O", "H", "H", "C", "H", "O", "C", "H", "S", "H", "H", "H", "H", "Pt", "H", "Sb", "H", "H", "H", "O", "C", "C", "H", "N", "O", "C", "C", "H", "C"],
  "coordinates": [[-2.795652, 2.663137, -1.532184], [-3.048106, -2.582220, -1.438637], [0.200569, 0.327105, -3.955863], [4.687000, -1.114631, 1.946439], [-3.268336, 0.518929, 2.033598], [-1.383768, 4.271604, -1.145908], [-1.017080, 0.912313, -2.274821], [-0.428205, 3.748094, -1.234713], [-1.378519, 3.406124, 2.194635], [4.055202, 0.535378, 0.688960], [4.304366, -1.742333, 2.751997], [4.076227, -0.739963, -1.429834], [-0.553993, -3.313596, -2.861965], [0.313773, 4.522338, 2.955111], [1.687528, -2.676156, -1.222726], [-1.617305, 4.723988, -2.108323], [0.442831, -2.049846, -4.281300], [-2.599424, -3.533909, -1.714410], [2.520251, -0.467036, -2.233022], [1.337357, -0.560384, -5.537567], [1.873305, -2.118555, 3.286487], [0.415676, 1.340230, -4.267867], [-1.605747, 2.903304, 3.136403], [1.768414, -3.854624, 1.971842], [0.286158, -2.389115, 2.536681], [3.674912, -0.059978, 1.518381], [-0.350793, -2.296205, -3.172450], [-3.371338, 3.853896, -0.366951], [2.533040, -2.127617, -0.814230], [-1.266045, 5.070683, -0.414757], [1.361779, -2.444424, 2.380891], [-4.960005, 1.991264, -0.069864], [0.729327, 2.935421, 2.299996], [-1.881240, 2.171748, 0.768230], [1.232145, -4.169402, 1.076256], [3.199390, -1.233200, -1.852705], [2.840340, -3.932359, 1.786315], [-0.815392, -2.243365, -0.055193], [1.518267, -4.549807, 2.774425], [-2.033617, 4.276677, 2.120400], [0.716582, -0.742913, -4.670713], [0.866595, -2.875823, -4.836473], [-0.979606, -0.064848, 2.463901], [-0.863707, -1.222687, -2.460717], [4.985279, -1.759851, 1.118786], [-1.746538, -1.435896, -0.907183], [3.249139, -2.847631, -0.414776], [-3.947550, 2.137092, 2.181766], [5.586539, -0.620687, 2.317005], [0.360942, 4.271628, 1.207076], [-0.291334, 0.438076, 0.339868], [3.537714, -1.827819, -2.703004], [1.829583, -0.979308, 0.878687], [-4.138030, 0.459833, -0.391844], [-5.407710, 0.544862, 0.835691], [-3.590087, -2.135173, -2.270576], [-0.385309, 0.168626, 4.525181], [-4.571489, 1.084525, 0.392661], [-3.543073, 1.410737, 1.474222], [-3.711362, -2.720541, -0.586723], [-0.092656, 0.264250, 3.354443], [1.023322, 0.672589, 2.956144], [0.095988, 3.811259, 2.159367], [-0.587236, 0.086067, -2.837874], [3.410488, 0.601460, 2.340734], [-2.489776, 3.308670, -0.707404]],
  "forces_ev_per_a": [[-0.020, -0.088, 0.092], [0.068, 0.346, 0.096], [0.145, -0.008, -0.080], [0.013, 0.003, 0.004], [0.078, 0.041, 0.053], [-0.109, -0.151, 0.097], [-0.034, 0.047, -0.005], [0.042, 0.090, -0.089], [0.467, -0.009, -0.013], [-0.053, 0.069, 0.018], [0.010, -0.016, -0.001], [0.004, 0.064, -0.080], [0.026, 0.014, 0.038], [0.011, 0.004, 0.001], [-0.078, 0.004, 0.070], [0.001, 0.032, 0.006], [0.022, 0.000, 0.086], [0.109, 0.022, -0.030], [0.002, 0.013, 0.004], [-0.004, 0.001, -0.005], [-0.050, 0.017, 0.041], [-0.015, 0.014, 0.026], [-0.084, -0.064, -0.056], [-0.019, 0.059, 0.040], [-0.006, 0.106, 0.012], [-0.385, -0.064, -0.106], [-0.033, -0.135, -0.061], [-0.019, -0.027, -0.017], [0.089, 0.192, 0.375], [0.090, 0.022, -0.038], [0.161, 0.172, -0.245], [-0.042, -0.049, -0.046], [0.043, 0.069, 0.026], [-1.671, 0.422, -0.163], [0.041, -0.028, -0.010], [0.000, -0.089, 0.047], [-0.006, -0.045, -0.015], [-0.272, -0.362, 0.269], [0.016, -0.035, -0.030], [-0.086, -0.087, -0.089], [-0.036, 0.092, -0.019], [-0.043, -0.019, -0.012], [0.412, 0.239, -1.316], [-0.250, 0.302, 0.247], [-0.016, -0.016, 0.001], [0.089, -1.010, -0.774], [-0.043, -0.067, -0.040], [0.013, -0.020, 0.016], [0.020, -0.045, 0.002], [0.023, 0.061, 0.037], [0.928, 0.545, 1.996], [0.012, 0.046, -0.028], [0.205, -0.960, -0.451], [-0.054, -0.016, -0.008], [-0.039, -0.001, -0.060], [-0.021, -0.022, -0.019], [-0.039, -0.064, -0.682], [0.169, 0.061, 0.090], [-0.080, 0.109, -0.172], [0.022, 0.004, 0.013], [0.742, 0.385, 0.806], [-0.604, -0.228, 0.071], [-0.085, -0.090, -0.110], [-0.030, -0.010, 0.108], [0.009, 0.036, -0.047], [0.245, 0.122, 0.129]],
  "homo_energy_ev": [-11.21, -11.15],
  "orbital_gap_ev": [6.1, 5.6],
  "fmax_ev_per_a": 2.27,
  "lumo_ev": [-5.12, -5.57],
  "charge": 1
}

---

Entry 2:
{
  "formula": "C19H38BrClN12O10S",
  "method": "wB97M-V/def2-TZVPD",
  "elements": ["C", "N", "H", "C", "H", "H", "S", "H", "C", "H", "H", "O", "H", "H", "H", "N", "H", "H", "C", "C", "O", "C", "C", "N", "N", "H", "H", "H", "H", "H", "N", "N", "C", "H", "H", "H", "O", "H", "H", "H", "C", "N", "C", "C", "H", "H", "H", "H", "H", "H", "H", "H", "H", "N", "H", "Br", "C", "N", "O", "C", "O", "C", "N", "C", "O", "O", "H", "H", "O", "N", "H", "Cl", "C", "N", "C", "O", "H", "C", "C", "O", "H", "H"],
  "coordinates": [[3.537065, 0.933735, -1.391842], [0.546675, -1.442072, 0.148208], [0.072829, 3.679514, 1.301114], [-1.331644, 3.896896, -0.439990], [-0.960264, 1.745568, -0.165600], [3.887261, 1.759504, 1.995156], [-1.130236, -0.368654, -3.161021], [-0.050732, -0.506562, 6.878070], [0.069055, 4.097630, 0.253567], [2.650122, -5.213066, -4.104330], [2.135146, 2.813138, 1.386782], [2.537100, -0.289384, 2.220701], [0.104558, -3.537656, 0.525774], [1.016898, 3.080982, -1.548554], [-2.738971, 2.803197, -2.607181], [-0.541505, 7.621834, 2.730791], [1.299838, 1.504144, 0.479050], [-2.709284, 2.162972, 0.003340], [-2.540901, 0.605612, -2.407106], [-1.780742, 2.379429, -0.595374], [-5.024404, -1.231518, -3.437872], [1.231040, -1.879918, 6.108805], [3.440125, 1.925250, -0.179967], [1.774234, -5.230884, -4.592159], [1.835927, -2.210368, 4.936559], [-3.328875, -3.039368, -3.259539], [-2.468985, -5.394744, 2.187307], [-5.268281, -2.826512, -6.177325], [-1.261670, 4.336053, -1.474006], [2.908458, 0.012821, -1.420065], [-1.880618, -5.648260, 2.961364], [0.199975, -6.075115, 3.811994], [-2.016167, 2.081972, -2.142793], [1.546910, -4.462160, -2.210007], [1.752086, -5.523354, -5.552933], [-0.193934, -6.259398, 4.715894], [-0.469951, -4.901242, -4.625846], [0.271370, -0.265618, 5.192390], [2.063439, 4.273750, -0.677305], [1.194121, -6.145962, 3.685225], [2.025114, 2.350954, 0.360836], [-3.844919, -3.042404, -4.121462], [1.296683, 3.457151, -0.526517], [0.017162, -2.648527, -0.137663], [0.251929, 5.207970, 0.288895], [0.382575, 7.478182, 2.363444], [2.445077, -3.008559, 4.942094], [-3.476236, 0.537141, -3.015141], [-3.298719, 6.066414, 3.208967], [-0.169271, -4.216588, -2.258181], [-0.789503, 8.521668, 3.097355], [-3.643256, -3.742514, -4.811455], [-2.784167, 0.168991, -1.392747], [0.682551, -4.487936, -2.718993], [-6.160596, -1.442468, -5.639363], [5.410351, 0.250755, -1.711508], [-0.498443, -1.289496, -1.710071], [-2.633868, 6.819604, 3.211341], [-0.048450, -5.505736, 1.632167], [4.060948, 1.128484, 1.075571], [1.401477, -2.508321, 7.141464], [-0.543380, -5.728309, 2.728938], [-5.452850, -2.135836, -5.474150], [4.036582, 2.973700, -2.131649], [-0.689052, -2.603618, -1.364343], [-1.082357, 5.473566, 2.250697], [-2.090344, 4.432260, 0.201192], [-1.013096, 2.210136, -2.647068], [4.258791, 2.978214, -0.736036], [0.231766, -0.558803, -0.840420], [1.701891, -1.699606, 4.081675], [3.793465, -1.797090, 0.510244], [3.369598, -0.248820, 1.364262], [0.418045, -0.788894, 6.035859], [-4.788508, -2.080229, -4.285997], [3.374135, 1.781440, -2.541760], [-2.296719, -5.828314, 3.855977], [-1.397658, 6.563016, 2.700033], [0.590096, -4.875124, -4.019653], [4.293784, 3.830358, -2.903823], [5.185664, 1.033758, 1.002793], [-2.903367, 7.711226, 3.582933]],
  "forces_ev_per_a": [[-0.434, 0.071, -1.113], [-0.970, -3.246, 0.215], [-0.193, 0.642, -1.088], [0.134, -0.402, 0.552], [-0.784, 0.225, -0.662], [-0.027, -0.924, -0.935], [-0.611, -1.500, 0.982], [0.059, -0.026, -0.083], [0.324, -0.216, -0.694], [-0.050, 0.002, -0.025], [0.181, -0.537, -1.103], [0.705, -0.415, -0.618], [-0.359, 0.413, -1.016], [0.209, 0.140, 0.988], [0.639, -0.425, 0.631], [0.356, 0.161, -0.074], [1.056, 0.320, -0.193], [0.799, 0.245, -0.637], [0.387, 0.624, 1.335], [0.170, 0.681, -0.519], [-0.037, 0.046, -0.044], [0.095, -0.148, 0.099], [0.314, -2.951, 0.875], [0.206, -0.140, -0.365], [0.168, -0.189, -0.274], [0.056, 0.002, -0.152], [0.032, -0.043, 0.090], [0.009, 0.040, 0.042], [-0.263, -0.139, 1.040], [0.216, 1.160, -0.016], [-0.337, 0.087, -0.197], [0.336, -0.099, 0.056], [0.170, -0.574, 0.406], [-0.039, -0.041, -0.016], [0.016, 0.043, 0.094], [0.042, 0.043, -0.030], [0.006, 0.001, 0.021], [0.034, -0.031, 0.030], [-0.825, -0.796, -0.028], [-0.097, 0.004, 0.037], [-1.042, 1.390, -1.124], [0.055, -0.160, 0.222], [0.568, 0.239, 0.338], [0.822, 2.899, 0.223], [-0.230, -1.230, 0.280], [-0.087, 0.029, 0.043], [-0.049, 0.097, 0.002], [1.087, -0.122, 0.228], [0.061, 0.081, 0.005], [0.295, -0.201, -0.247], [0.023, -0.043, -0.029], [0.134, 0.038, 0.062], [0.256, 0.154, -1.253], [-0.120, -0.131, 0.095], [0.072, -0.076, 0.010], [-0.348, -0.066, 0.420], [0.413, 2.859, -0.167], [-0.372, -0.088, 0.093], [0.013, 0.179, -0.099], [1.522, 0.939, -0.079], [-0.055, 0.017, -0.024], [0.018, -0.007, 0.117], [-0.334, 0.188, -0.273], [-0.954, -0.553, -0.119], [1.002, 2.047, 1.950], [-0.257, 0.386, 0.469], [0.798, -0.303, -0.961], [-1.155, -0.013, 0.380], [-1.030, -0.141, -1.010], [-1.645, -2.969, -1.693], [0.082, -0.001, -0.045], [0.079, 1.016, 0.416], [-0.705, 0.951, 0.933], [-0.306, 0.299, 0.155], [0.151, -0.083, 0.119], [0.673, 0.893, 2.401], [0.022, 0.023, -0.044], [-0.013, -0.153, -0.002], [-0.089, -0.021, 0.031], [0.231, -0.230, 0.859], [-1.284, -0.187, -0.267], [0.000, -0.051, -0.025]],
  "homo_energy_ev": -9.01,
  "orbital_gap_ev": 9.3,
  "smiles": "O=C(Cl)C[C@@]1(CCCCCCCSc2nnco2)OC(=O)O[C@H]1Br.NC(N)=O.NC(N)=O.NC(N)=O.NC(N)=O.NC(N)=O",
  "fmax_ev_per_a": 3.79,
  "lumo_ev": 0.28
}

---

Which formula does entry 2 have?
C19H38BrClN12O10S

---

Which formula does entry 1 have?
C19H38AsNO4PtSSb